1.
Here is one molecule with the formula C4H12N2O at a distorted geometry from the Open Molecules 2025 dataset. Energies are from the ωB97M-V functional and the def2-TZVPD basis.

The value obtained for the HOMO energy is -9.55 eV. As for the SMILES: NCC[C@H](N)CO. The LUMO energy is 0.929 eV. For the strongest force on any atom, the calculation gives 0.02511 hartree/bohr. The gap between HOMO and LUMO is 10.48 eV.

Each line ends with the Löwdin charge.
Geometry (Å):
N  1.188  2.140  0.680  -0.005
C  1.621  0.999  -0.151  -0.287
C  0.510  0.200  -0.788  -0.186
C  -0.512  -0.360  0.204  -0.384
N  0.029  -1.484  0.968  0.048
C  -1.745  -0.848  -0.603  -0.260
O  -2.595  -1.701  0.102  -0.054
H  0.176  2.165  0.767  0.047
H  1.377  3.011  0.195  0.059
H  2.190  0.336  0.498  0.093
H  2.328  1.372  -0.899  0.111
H  0.988  -0.681  -1.243  0.119
H  0.032  0.718  -1.621  0.118
H  -0.883  0.368  0.924  0.132
H  0.854  -1.873  0.531  0.076
H  0.285  -1.288  1.925  0.080
H  -2.260  0.071  -0.899  0.115
H  -1.400  -1.261  -1.544  0.109
H  -2.184  -1.883  0.954  0.068

---

2.
Here is C11H30Cl2N4O2Ru as an isolated structure at a distorted geometry from the Open Molecules 2025 dataset. Energies are from the ωB97M-V functional and the def2-TZVPD basis.

The value obtained for the HOMO energy (alpha / beta) is -19.42 / -19.42 eV. The spin multiplicity is 2. As for the charge: +3. The LUMO energy (alpha / beta) is -13.067 / -12.145 eV. For the strongest force on any atom, the calculation gives 0.08716 hartree/bohr. The gap between HOMO and LUMO (alpha / beta) is 6.35 / 7.27 eV.

Each line ends with the Löwdin charge.
Geometry (Å):
Ru  -0.189  0.097  -0.132  1.257
N  -0.206  -1.517  1.735  0.048
C  1.098  -2.134  1.997  -0.180
C  2.221  -1.146  1.663  -0.144
N  2.216  -0.704  0.262  -0.161
C  3.078  0.470  0.046  -0.148
C  2.490  1.773  0.585  -0.198
N  1.221  2.066  -0.091  -0.018
C  2.557  -1.777  -0.682  -0.140
C  1.700  -1.709  -1.945  -0.193
N  0.283  -1.812  -1.583  0.016
H  -0.460  -0.920  2.522  0.099
H  -0.928  -2.231  1.628  0.126
H  1.185  -3.055  1.421  0.121
H  1.204  -2.406  3.055  0.154
H  3.185  -1.611  1.910  0.164
H  2.109  -0.270  2.305  0.126
H  3.243  0.578  -1.029  0.139
H  4.052  0.311  0.526  0.161
H  3.224  2.573  0.412  0.152
H  2.325  1.720  1.664  0.113
H  1.405  2.351  -1.057  0.088
H  0.744  2.847  0.365  0.115
H  2.405  -2.748  -0.209  0.130
H  3.615  -1.720  -0.965  0.159
H  2.003  -2.520  -2.619  0.152
H  1.850  -0.762  -2.475  0.119
H  0.102  -2.708  -1.129  0.120
H  -0.295  -1.762  -2.424  0.096
C  -1.070  1.804  2.832  -0.055
O  -1.525  1.292  1.587  -0.309
C  -2.903  0.935  1.612  -0.156
C  -3.349  0.594  0.199  -0.175
O  -2.607  -0.532  -0.253  -0.303
C  -3.218  -1.201  -1.344  -0.070
H  -1.572  2.752  3.053  0.122
H  0.002  1.979  2.754  0.084
H  -1.280  1.115  3.656  0.111
H  -3.499  1.771  1.998  0.159
H  -3.057  0.067  2.271  0.149
H  -3.188  1.452  -0.467  0.131
H  -4.419  0.359  0.212  0.155
H  -4.257  -1.440  -1.101  0.122
H  -2.673  -2.127  -1.509  0.092
H  -3.209  -0.583  -2.247  0.084
Cl  0.050  3.257  -4.206  0.603
C  -1.249  2.096  -3.895  -0.901
Cl  -0.878  1.074  -2.485  0.564
H  -1.361  1.430  -4.754  0.060
H  -2.175  2.632  -3.675  0.056

---

3.
Here is C33H49FIN2O9PSSi3 as an isolated structure at a distorted geometry from the Open Molecules 2025 dataset. Energies are from the ωB97M-V functional and the def2-TZVPD basis.

The value obtained for the HOMO energy is -8.38 eV. The LUMO energy is -0.830 eV. For the strongest force on any atom, the calculation gives 0.02313 hartree/bohr. The gap between HOMO and LUMO is 7.55 eV.

Each line ends with the Löwdin charge.
Geometry (Å):
C  -8.020  -2.955  -4.026  -0.111
O  -7.224  -4.102  -4.242  -0.189
C  -6.766  -4.719  -3.058  -0.246
C  -5.842  -3.853  -2.220  -0.191
C  -4.541  -3.500  -2.942  -0.207
C  -3.711  -2.470  -2.170  -0.199
C  -2.787  -3.118  -1.115  -0.190
C  -2.759  -2.399  0.248  -0.192
C  -1.362  -1.947  0.719  -0.278
C  -1.256  -0.416  1.016  -0.302
Si  0.230  0.283  0.158  -0.098
I  2.155  -1.082  0.774  0.561
O  0.620  1.826  0.603  -0.295
Si  -0.308  3.141  0.273  0.248
F  -1.576  2.577  -0.519  -0.071
C  -0.875  3.944  1.835  -0.153
C  0.073  5.063  2.247  -0.297
O  1.426  4.642  2.112  -0.232
Si  2.264  4.183  3.475  0.401
C  3.859  3.474  2.823  -0.157
C  2.628  5.699  4.509  -0.154
C  1.321  2.929  4.491  -0.146
O  0.525  4.249  -0.617  0.010
C  0.558  4.252  -1.988  -0.449
O  -0.434  4.254  -2.659  0.149
C  1.938  4.302  -2.537  -0.137
C  2.229  5.282  -3.474  -0.015
C  3.493  5.353  -4.038  -0.068
C  4.458  4.429  -3.661  -0.078
C  4.166  3.466  -2.708  -0.089
C  2.911  3.394  -2.136  -0.037
P  0.020  0.037  -2.096  0.207
S  1.728  0.090  -3.054  0.059
H  -8.848  -2.971  -4.732  0.084
H  -7.436  -2.045  -4.182  0.086
H  -8.426  -2.934  -3.013  0.086
H  -6.217  -5.607  -3.372  0.124
H  -7.612  -5.050  -2.443  0.119
H  -6.323  -2.927  -1.900  0.108
H  -5.601  -4.409  -1.309  0.105
H  -4.807  -3.075  -3.912  0.110
H  -3.972  -4.410  -3.143  0.118
H  -3.100  -1.926  -2.893  0.096
H  -4.397  -1.768  -1.696  0.102
H  -3.157  -4.134  -0.969  0.087
H  -1.780  -3.202  -1.525  0.096
H  -3.127  -3.126  0.973  0.071
H  -3.478  -1.580  0.256  0.100
H  -0.657  -2.216  -0.072  0.036
H  -1.053  -2.517  1.591  0.104
H  -1.180  -0.298  2.097  0.081
H  -2.181  0.043  0.667  0.072
H  -1.015  3.213  2.630  0.085
H  -1.848  4.396  1.622  0.097
H  -0.083  5.949  1.634  0.121
H  -0.149  5.364  3.277  0.109
H  3.611  2.712  2.083  0.044
H  4.387  4.269  2.295  0.034
H  4.472  3.055  3.617  0.047
H  3.404  5.464  5.238  0.034
H  1.739  6.046  5.035  0.029
H  2.996  6.512  3.884  0.037
H  1.029  2.086  3.864  0.030
H  1.969  2.574  5.292  0.037
H  0.428  3.368  4.937  0.034
H  1.467  5.992  -3.763  0.121
H  3.710  6.115  -4.772  0.104
H  5.434  4.475  -4.123  0.102
H  4.949  2.770  -2.441  0.105
H  2.690  2.641  -1.392  0.098
H  -0.926  0.976  -2.542  -0.045
H  -0.639  -1.195  -2.249  -0.070
C  -4.328  -9.948  1.879  -0.068
C  -3.086  -9.329  1.819  -0.062
C  -3.001  -7.955  1.668  0.000
C  -4.172  -7.226  1.583  -0.145
C  -5.419  -7.821  1.635  -0.001
C  -5.491  -9.196  1.783  -0.063
N  -4.089  -5.764  1.441  -0.331
O  -2.985  -5.263  1.372  0.066
O  -5.128  -5.138  1.392  0.081
H  -4.389  -11.021  2.001  0.108
H  -2.182  -9.917  1.891  0.109
H  -2.043  -7.460  1.619  0.120
H  -6.315  -7.223  1.562  0.119
H  -6.457  -9.680  1.827  0.109
C  6.563  3.762  -0.143  -0.064
C  6.703  3.180  1.111  -0.054
C  7.943  2.723  1.529  0.007
C  9.022  2.862  0.678  -0.148
C  8.905  3.432  -0.576  -0.003
C  7.661  3.884  -0.985  -0.062
N  10.347  2.394  1.126  -0.356
O  10.421  1.879  2.222  0.076
O  11.284  2.554  0.372  0.076
H  5.596  4.123  -0.464  0.095
H  5.847  3.085  1.764  0.052
H  8.067  2.268  2.500  0.119
H  9.768  3.522  -1.218  0.119
H  7.548  4.335  -1.961  0.104

---

4.
Here is a 5-piece molecular cluster, C25H61N3O4P overall at a distorted geometry from the Open Molecules 2025 dataset. Energies are from the ωB97M-V functional and the def2-TZVPD basis.

The value obtained for the HOMO energy is -16.98 eV. As for the charge: +3. The LUMO energy is -8.062 eV. For the strongest force on any atom, the calculation gives 0.10134 hartree/bohr. The gap between HOMO and LUMO is 8.92 eV.

Each line ends with the Löwdin charge.
Geometry (Å):
O  -2.010  -0.010  -2.341  -0.370
H  -1.633  -0.745  -1.827  -0.019
C  -3.358  3.844  0.036  0.034
C  -3.704  2.442  -0.315  -0.426
O  -4.059  1.623  0.514  0.161
N  -3.546  2.093  -1.739  0.076
H  -2.911  2.751  -2.173  0.147
H  -3.007  1.218  -1.754  0.063
C  -4.984  2.089  -2.428  0.096
H  -3.408  4.538  -0.804  0.097
H  -2.311  3.818  0.341  0.104
H  -4.024  4.237  0.803  0.119
H  -5.643  1.788  -1.616  0.108
H  -4.979  1.351  -3.229  0.079
H  -5.132  3.045  -2.928  0.109
C  -2.960  -3.694  -5.048  0.034
C  -2.718  -3.223  -3.630  -0.326
O  -1.608  -3.414  -3.115  0.118
N  -3.574  -2.090  -3.090  0.063
H  -2.900  -1.447  -2.664  0.049
H  -3.974  -1.487  -3.797  0.169
C  -4.380  -2.540  -1.864  0.061
H  -2.410  -4.559  -5.416  0.115
H  -2.480  -2.980  -5.722  0.101
H  -4.027  -3.702  -5.271  0.097
H  -3.778  -3.284  -1.344  0.111
H  -5.275  -2.960  -2.321  0.111
H  -4.553  -1.720  -1.170  0.101
C  0.859  -0.342  -4.272  0.049
C  0.239  0.812  -5.059  -0.358
O  0.571  1.150  -6.170  0.182
N  -0.953  1.541  -4.469  0.076
H  -1.233  0.978  -3.664  0.063
H  -0.783  2.471  -4.106  0.182
C  -2.107  1.533  -5.436  0.031
H  0.856  0.078  -3.266  0.079
H  1.862  -0.501  -4.666  0.113
H  0.281  -1.256  -4.410  0.097
H  -2.154  0.691  -6.124  0.118
H  -2.086  2.490  -5.955  0.116
H  -2.998  1.584  -4.811  0.073
C  6.388  1.964  1.159  -0.111
C  5.769  1.442  2.450  -0.231
C  4.195  1.558  2.474  -0.229
C  3.370  0.703  1.441  -0.241
P  1.645  0.355  2.083  1.079
C  1.809  -0.769  3.511  -0.272
C  2.701  -1.991  3.306  -0.219
C  2.675  -2.994  4.529  -0.250
C  1.628  -4.057  4.488  -0.106
C  0.808  1.924  2.566  -0.273
C  0.867  2.290  4.061  -0.255
C  0.165  3.604  4.416  -0.228
C  -1.416  3.598  4.248  -0.063
C  0.652  -0.515  0.717  -0.238
C  1.379  -1.697  0.008  -0.242
C  0.596  -2.997  0.135  -0.256
C  0.864  -3.941  -1.042  -0.106
H  5.947  2.908  0.836  0.073
H  6.219  1.269  0.336  0.069
H  7.456  2.182  1.167  0.082
H  6.142  1.891  3.371  0.113
H  6.116  0.410  2.523  0.107
H  3.777  2.566  2.499  0.105
H  4.028  1.307  3.525  0.089
H  3.962  -0.191  1.240  0.088
H  3.292  1.192  0.470  0.092
H  0.855  -1.171  3.856  0.109
H  2.279  -0.247  4.346  0.100
H  3.731  -1.652  3.196  0.104
H  2.421  -2.565  2.422  0.084
H  2.615  -2.550  5.525  0.117
H  3.690  -3.391  4.560  0.110
H  0.717  -3.544  4.805  0.072
H  1.817  -4.827  5.234  0.091
H  1.394  -4.461  3.503  0.068
H  -0.213  1.782  2.202  0.076
H  1.067  2.670  1.812  0.100
H  1.900  2.263  4.411  0.103
H  0.457  1.437  4.604  0.106
H  0.606  4.323  3.724  0.102
H  0.487  3.856  5.426  0.117
H  -1.769  3.524  3.222  0.044
H  -1.775  4.518  4.706  0.077
H  -1.591  2.732  4.887  0.076
H  0.295  0.191  -0.033  0.069
H  -0.294  -0.810  1.174  0.086
H  2.427  -1.909  0.220  0.108
H  1.453  -1.378  -1.033  0.093
H  -0.485  -2.850  0.170  0.097
H  0.886  -3.588  1.004  0.100
H  0.406  -4.929  -1.060  0.085
H  1.948  -4.069  -1.035  0.083
H  0.632  -3.576  -2.043  0.043

---

Calculated relative energy (zero: lowest compared OMol25 entry of this formula, charge and spin) in order - 1.3417; 4.0045; 0.0000; 0.0000 eV